# C31H43F6HgN6O5S7Si2Te

C31H43F6HgN6O5S7Si2Te as an isolated structure in a non-equilibrium geometry (ωB97M-V/def2-TZVPD, the Open Molecules 2025 dataset).

```
102
Properties=species:S:1:pos:R:3:forces:R:3:lowdin_spin:R:1
Hg 0.097 -0.343 0.797 0.41 0.39 0.15 0.001
S 5.710 0.651 5.680 0.08 0.03 0.07 0.000
C 4.482 0.344 4.606 -0.16 -0.05 -0.12 0.000
S 4.722 -0.093 2.963 -0.08 0.05 0.05 0.000
C 3.043 -0.253 2.467 0.01 0.03 0.00 0.000
C 2.129 -0.022 3.442 0.04 0.01 -0.01 0.000
S 0.386 -0.069 3.401 -0.20 -0.13 -0.05 0.001
S 2.812 0.416 5.002 0.04 -0.01 -0.06 0.000
S 2.805 -0.618 0.777 0.09 0.04 -0.11 0.000
C -0.461 -1.515 -4.879 0.45 0.47 -0.38 0.001
C -0.004 -0.562 -3.825 0.09 -0.12 -0.09 0.001
C 0.521 0.708 -3.913 0.03 0.25 0.03 0.000
C 0.699 1.146 -2.585 0.08 0.06 -0.13 0.000
N 0.344 0.194 -1.736 -0.25 -0.35 0.11 0.000
N -0.059 -0.838 -2.511 -0.01 -0.11 -0.05 0.002
C 1.196 2.482 -2.135 0.00 -0.14 0.07 0.000
H -0.187 -1.133 -5.862 0.03 0.15 0.02 0.000
H -1.547 -1.626 -4.837 0.39 0.32 -0.33 0.000
H -0.010 -2.499 -4.739 0.14 0.50 -0.31 0.000
H 0.726 1.265 -4.816 -0.06 -0.05 0.09 0.000
H -0.546 -1.616 -2.083 -0.05 0.08 0.03 0.001
H 1.297 3.148 -2.993 0.00 -0.02 0.02 0.000
H 2.168 2.395 -1.645 -0.01 0.03 0.02 0.000
H 0.500 2.924 -1.421 0.03 0.03 -0.03 0.000
C 1.168 7.912 -2.773 -0.02 -0.06 0.11 0.000
C 0.616 7.689 -1.386 0.02 0.04 -0.06 0.000
C 0.966 8.508 -0.321 -0.01 0.01 0.06 0.000
C 0.451 8.294 0.951 0.09 0.07 0.00 0.000
C -0.441 7.257 1.190 -0.06 -0.06 0.01 0.000
N -0.955 7.114 2.499 0.19 -0.14 -0.13 0.000
C -1.758 6.116 3.029 0.00 0.05 -0.21 0.000
O -2.622 6.386 3.844 0.02 0.00 0.06 0.000
N -1.551 4.838 2.584 0.21 -0.15 -0.03 0.000
C -0.361 4.193 2.157 -0.08 0.11 0.04 0.000
C 0.921 4.701 2.317 0.06 -0.01 0.12 0.000
C 1.993 3.946 1.870 0.01 0.07 0.01 0.000
C 1.761 2.715 1.280 0.14 -0.02 0.07 0.000
N 0.533 2.233 1.132 -0.10 0.09 -0.07 0.000
C -0.496 2.945 1.563 -0.20 -0.08 -0.20 0.000
C -0.803 6.431 0.128 -0.06 -0.02 -0.08 0.000
C -0.273 6.648 -1.133 -0.03 -0.03 0.03 0.000
H 1.733 8.843 -2.826 -0.01 -0.02 0.00 0.000
H 0.360 7.958 -3.507 0.04 0.01 0.00 0.000
H 1.830 7.094 -3.068 -0.02 0.04 0.00 0.000
H 1.661 9.326 -0.481 -0.03 -0.01 0.01 0.000
H 0.747 8.941 1.772 0.00 -0.03 -0.04 0.000
H -1.042 7.966 3.023 -0.10 0.15 0.06 0.000
H -2.296 4.214 2.846 -0.08 -0.05 0.15 0.000
H 1.088 5.650 2.806 -0.02 0.03 -0.02 0.000
H 3.007 4.307 1.988 -0.04 -0.02 0.02 0.000
H 2.572 2.077 0.938 -0.08 0.04 -0.03 0.000
H -1.479 2.496 1.423 0.07 0.03 0.00 0.000
H -1.503 5.621 0.281 0.03 0.05 -0.04 0.000
H -0.566 5.989 -1.945 0.00 0.02 0.06 0.000
C -2.435 -3.113 3.069 -0.03 0.12 -0.14 0.000
Si -1.890 -4.756 2.373 -0.08 -0.24 0.04 0.000
C -0.732 -5.613 3.586 -0.01 -0.04 0.03 0.000
C -3.384 -5.860 2.080 -0.08 0.03 -0.02 0.000
C -0.976 -4.528 0.753 -0.04 0.21 0.01 0.000
Te 0.673 -3.179 1.066 -0.11 -0.31 -0.26 0.000
C 1.471 -3.501 -0.899 0.01 -0.06 0.01 0.000
Si 2.796 -4.820 -0.904 0.01 -0.06 -0.15 0.000
C 4.293 -4.223 0.040 0.06 0.07 0.05 0.000
C 3.249 -5.183 -2.695 0.07 0.00 -0.06 0.000
C 2.144 -6.409 -0.142 -0.11 -0.01 0.03 0.000
H -2.931 -3.230 4.038 0.03 -0.02 -0.06 0.000
H -3.136 -2.628 2.379 0.11 -0.05 0.12 0.000
H -1.586 -2.434 3.209 -0.05 -0.02 0.03 0.000
H -1.251 -5.876 4.516 0.05 0.04 -0.10 0.000
H 0.106 -4.959 3.840 -0.01 -0.05 0.01 0.000
H -0.322 -6.534 3.154 -0.03 0.08 0.04 0.000
H -3.891 -6.106 3.021 0.06 0.04 -0.12 0.000
H -3.093 -6.796 1.591 -0.03 0.08 0.05 0.000
H -4.101 -5.347 1.428 0.07 -0.09 0.07 0.000
H -1.623 -4.062 0.003 0.08 -0.01 0.05 0.000
H -0.587 -5.472 0.360 0.02 0.07 0.10 0.000
H 1.879 -2.545 -1.235 -0.07 -0.03 0.02 0.000
H 0.619 -3.769 -1.533 0.05 0.07 0.05 0.000
H 4.710 -3.324 -0.427 -0.03 -0.09 0.05 0.000
H 5.076 -4.989 0.088 -0.10 0.08 0.00 0.000
H 4.010 -3.944 1.060 0.06 -0.04 -0.07 0.000
H 3.644 -4.288 -3.188 -0.04 -0.10 0.04 0.000
H 2.362 -5.506 -3.251 0.09 0.03 0.04 0.000
H 4.005 -5.974 -2.768 -0.08 0.09 0.00 0.000
H 1.793 -6.226 0.879 0.04 -0.06 -0.06 0.000
H 2.919 -7.182 -0.106 -0.04 0.07 0.00 0.000
H 1.303 -6.799 -0.726 0.08 0.02 0.07 0.000
F -5.429 -0.078 -0.243 0.00 -0.10 -0.01 0.001
C -4.442 -0.781 0.304 0.23 0.29 0.41 0.001
F -4.313 -0.341 1.588 -0.15 -0.16 -0.23 0.000
F -4.788 -2.062 0.387 -0.06 0.00 -0.14 0.001
S -2.797 -0.494 -0.582 0.22 0.45 -0.23 0.030
O -2.200 0.496 0.345 0.13 -0.18 -0.37 0.012
O -2.152 -1.805 -0.488 0.06 -0.08 0.31 0.007
N -2.978 0.044 -2.002 -0.36 -0.15 0.53 0.161
S -3.447 -1.326 -3.060 -0.43 -0.09 -0.39 0.286
O -4.705 -1.794 -2.471 0.11 0.01 -0.09 0.039
O -3.563 -0.717 -4.387 0.08 0.14 0.31 0.047
C -2.757 -3.354 -3.746 -0.02 -0.38 0.12 0.279
F -1.375 -3.401 -3.729 -0.82 -1.23 0.98 0.022
F -3.148 -4.350 -2.914 0.02 0.13 -0.07 0.041
F -3.102 -3.755 -5.003 0.06 0.00 0.09 0.063
```
Forces are in eV/Å.

Kohn-Sham gap (spin up / spin down), Eh: 0.190 / 0.218
LUMO level (spin up / spin down), eV: 3.45 / 3.45
2S+1: 2
Net charge: -2
Electronic energy, Eh: -6298.90072
ΔE to the lowest compared entry with this formula, charge and spin, kJ/mol: 46.4